C2H3N4 as an isolated structure in a non-equilibrium geometry, computed with ωB97M-V with the def2-TZVPD basis set.

## Properties
* net charge: +1
* spin multiplicity: 1
* gap between HOMO and LUMO: 11.06 eV

XYZ file:
```
9
Properties=species:S:1:pos:R:3:mulliken_charge:R:1
N -2.310 -0.436 0.269 -0.01
H -0.756 1.315 -1.262 0.38
H 0.190 -2.063 0.545 0.41
N -1.252 -0.772 -0.581 0.01
C 0.239 0.198 0.293 -0.19
C -0.086 -1.093 0.181 -0.17
N -2.003 0.750 0.350 -0.22
N -0.859 0.641 -0.490 0.38
H 1.016 0.810 0.710 0.41
```


C2H3N4 as an isolated structure in a non-equilibrium geometry, computed with ωB97M-V with the def2-TZVPD basis set.

## Properties
* net charge: +1
* spin multiplicity: 1
* gap between HOMO and LUMO (alpha / beta): 8.16 / 6.23 eV

XYZ file:
```
9
Properties=species:S:1:pos:R:3:mulliken_charge:R:1
C -2.393 0.245 -0.959 -0.19
N -1.494 -0.383 -0.205 0.16
N 1.224 -0.932 -0.404 -0.12
N -1.909 -0.701 1.018 -0.40
N -3.592 0.233 -0.265 -0.32
H 0.650 -1.111 -1.240 0.39
C -3.086 -0.288 0.749 0.68
H 1.461 -0.487 0.467 0.36
H -2.281 0.432 -1.937 0.43
```


An isolated ion of composition C2H3N4O and charge -1 in a non-equilibrium geometry, computed with ωB97M-V with the def2-TZVPD basis set.

## Properties
* net charge: -1
* spin multiplicity: 1
* SMILES: C[N-]C(=O)N=[N+]=[N-]
* gap between HOMO and LUMO: 8.12 eV

XYZ file:
```
10
Properties=species:S:1:pos:R:3:mulliken_charge:R:1
N 1.099 -0.184 0.824 -0.57
N 3.063 -0.285 2.861 0.53
N 4.112 -0.054 3.209 -0.82
H 0.273 0.130 -1.219 0.20
C 0.009 0.103 -0.128 -0.65
H -0.887 -0.600 0.116 0.27
H -0.157 1.127 0.044 0.21
O -0.040 -1.558 2.388 -0.74
C 0.878 -0.882 1.883 0.52
N 2.039 -0.818 2.733 0.07
```


A 2-piece molecular cluster, C2H3N4O2S2 overall in a non-equilibrium geometry, computed with ωB97M-V with the def2-TZVPD basis set.

## Properties
* net charge: -1
* spin multiplicity: 1
* gap between HOMO and LUMO (alpha / beta): 7.21 / 5.41 eV

XYZ file:
```
13
Properties=species:S:1:pos:R:3:mulliken_charge:R:1
N -1.262 -0.110 -0.102 0.56
N -2.045 -2.037 0.135 -0.45
N -2.101 -1.027 -0.615 -0.41
S 1.728 0.324 -1.843 -0.06
H 2.721 0.465 1.152 0.29
N -1.230 -1.889 1.114 -0.29
C -0.689 -0.719 1.074 0.26
H -0.849 1.952 -0.218 0.24
O 3.218 0.076 0.341 -0.29
S 0.386 -0.056 2.110 -0.53
O 2.809 0.864 -0.763 -0.18
H -1.527 1.143 -1.656 0.47
C -1.160 1.015 -0.729 -0.63
```


A 2-piece molecular cluster, C2H3N4O3P overall in a non-equilibrium geometry, computed with ωB97M-V with the def2-TZVPD basis set.

## Properties
* net charge: -2
* spin multiplicity: 1
* gap between HOMO and LUMO: 7.24 eV

XYZ file:
```
13
Properties=species:S:1:pos:R:3:mulliken_charge:R:1
O 1.620 0.337 2.608 -0.75
N -2.043 -0.611 -0.521 0.16
H -2.793 -1.071 -1.075 0.24
N 0.924 1.057 -0.051 -0.72
N -0.844 -0.261 -1.014 -0.79
H 1.083 1.298 0.974 0.50
C -0.278 0.277 0.079 0.46
N -2.215 -0.369 0.779 -0.60
H 1.656 0.358 -0.260 0.28
O 0.027 2.269 3.191 -0.65
C -1.108 0.178 1.214 -0.21
P 0.288 0.810 3.230 0.81
O -0.054 0.104 4.493 -0.71
```


An isolated ion of composition C2H3N4S and charge -1 in a non-equilibrium geometry, computed with ωB97M-V with the def2-TZVPD basis set.

## Properties
* net charge: -1
* spin multiplicity: 1
* SMILES: Cn1nnc([S-])n1
* gap between HOMO and LUMO: 6.71 eV

XYZ file:
```
10
Properties=species:S:1:pos:R:3:mulliken_charge:R:1
C -0.714 -1.250 3.282 0.15
N -1.155 -0.418 2.381 -0.50
N -0.027 -0.673 1.261 0.61
S -1.311 -1.440 4.840 -0.53
N 0.782 -1.602 1.755 -0.60
N 0.437 -1.959 2.917 -0.22
H -0.566 0.842 0.437 0.29
H -0.416 -0.514 -0.745 0.26
H 1.114 0.363 -0.078 0.26
C 0.058 0.050 0.037 -0.72
```


Looking at ΔE to the lowest compared entry with this formula, charge and spin for the records above, in order, we have 271.25; 664.23; 154.42; 236.94; 56.83; 175.66 kJ/mol.
Looking at M for the records above, in order, we have 83.07; 83.07; 99.07; 179.21; 162.05; 115.14 g/mol.
Looking at E for the records above, in order, we have -8068.776; -8064.703; -10129.001; -33843.215; -23514.092; -18917.308 eV.